Record 1
Below is 5 unconnected molecules or ions with the total composition C31H35Cl2FN6O10S at a distorted geometry, with properties calculated with wB97M-V/def2-TZVPD.

Geometry as XYZ:
```
86
Properties=species:S:1:pos:R:3:forces:R:3
Cl 0.4670 -4.6215 5.1443 0.2 -0.2 0.1
Cl 0.4159 -0.4126 4.1308 -0.1 0.1 -0.1
S -1.5146 -3.2308 2.5999 0.6 0.0 -1.0
F -2.1048 -4.0171 3.8141 0.0 -0.1 0.2
O -3.4048 2.7724 -2.3438 0.2 0.1 0.3
O -1.9756 -1.8982 2.7486 0.5 -0.8 0.9
O 3.5442 -1.6584 4.8294 0.3 0.0 -0.1
O -2.7284 4.3737 -5.4237 0.1 0.0 0.1
O -1.6460 2.7650 -1.0900 -0.1 0.2 0.0
O 4.2576 -3.1014 3.4092 0.0 0.0 0.0
O -3.5161 4.7895 -7.3792 0.0 0.0 -0.1
O 1.7799 -0.0473 -2.5784 0.3 0.0 -0.2
O -1.8186 -3.9606 1.4302 0.0 -0.1 0.1
O 0.0526 0.1740 -3.8354 0.1 0.0 -0.1
N -2.7682 2.4030 -1.3691 -0.1 -0.3 0.1
N 0.1623 -3.2559 2.8399 -0.8 -0.5 0.5
N 0.9454 0.6282 -3.1480 -0.3 -0.1 0.3
N -3.4078 4.0945 -6.3905 0.1 0.0 0.0
N 0.7805 -4.2704 2.1224 0.2 -0.1 -0.4
N 4.3467 -2.0418 3.9966 -0.1 0.0 0.0
C 0.4289 -0.3344 0.4243 0.1 -0.2 0.3
C -4.9122 2.4764 -7.4585 -0.1 0.0 -0.2
C 7.4213 -0.7143 2.3801 0.0 0.1 0.0
C 0.8326 -1.8506 6.3507 -0.2 0.1 -0.2
C 7.5587 0.5026 3.0351 0.0 0.0 0.0
C 6.6486 0.8786 4.0143 0.1 0.0 -0.1
C -0.0316 2.8447 -3.4705 -0.2 0.2 -0.2
C -5.2263 -0.0123 0.0482 0.0 -0.1 0.1
C -2.6851 0.9652 0.6199 0.0 0.1 0.1
C 1.0140 4.7913 -2.5402 0.0 0.0 0.0
C -5.5733 0.4785 -6.3012 0.0 0.0 0.0
C -4.6609 0.9441 -0.7787 -0.2 0.0 -0.1
C 1.9393 -2.3396 0.9570 0.2 -0.1 -0.8
C 1.7200 -3.8423 1.0653 0.2 -0.1 0.3
C -4.8001 0.8478 -5.2093 -0.1 0.0 -0.1
C -4.0780 2.0310 -5.2285 0.1 -0.1 0.2
C -0.0174 4.2146 -3.2631 0.2 0.0 0.0
C -3.2584 0.0067 1.4390 -0.2 0.4 0.1
C 2.0077 2.6308 -2.1873 0.2 0.0 0.1
C 0.9524 -1.6956 -0.0337 -0.2 0.5 0.3
C 6.3714 -1.5589 2.6979 0.1 -0.1 -0.1
C 5.4732 -1.1615 3.6711 0.1 0.1 0.0
C 0.1148 -1.9331 5.0001 0.1 -0.5 0.8
C -3.3954 1.4135 -0.4792 0.0 -0.1 0.0
C -4.1520 2.8264 -6.3574 -0.1 -0.1 0.0
C -4.5256 -0.4826 1.1520 0.0 0.1 -0.1
C 5.5933 0.0431 4.3389 0.0 0.1 0.1
C -5.6266 1.2910 -7.4260 0.0 0.0 0.1
C 0.9816 2.0807 -2.9365 0.0 0.0 0.0
C 2.0234 4.0005 -1.9980 -0.1 0.1 0.0
C 0.6676 -3.1084 4.1910 0.0 1.0 -0.3
H -6.2131 -0.3955 -0.1722 0.0 0.0 0.0
H -3.4807 2.3079 -4.3672 -0.1 0.1 -0.3
H 1.8999 -1.9875 6.1866 -0.1 0.0 0.3
H 8.1313 -1.0049 1.6186 0.0 0.0 0.0
H 0.6456 -0.8725 6.7866 0.1 0.1 0.0
H 1.3530 -4.2169 0.1090 -0.1 0.1 -0.1
H -2.7120 -0.3634 2.2957 -0.4 0.6 -0.4
H -0.8131 4.8232 -3.6636 -0.1 0.0 -0.1
H 1.1739 -4.9734 2.7308 -0.2 0.0 0.2
H 8.3779 1.1615 2.7802 0.0 0.0 0.0
H 0.1582 -0.3863 1.4799 -0.2 0.0 0.0
H 2.7801 2.0047 -1.7667 0.0 -0.1 0.0
H -4.9674 -1.2367 1.7894 0.0 0.0 0.0
H 2.9418 -2.2148 0.5416 0.1 0.1 0.1
H 1.9419 -1.8287 1.9183 -0.1 -0.1 0.1
H 1.1893 0.4422 0.3302 0.0 0.1 -0.1
H -0.9468 -2.0664 5.1961 -0.1 0.3 -0.4
H -0.8296 2.3813 -4.0307 0.0 0.0 0.0
H 6.7587 1.8256 4.5238 0.0 0.0 0.0
H 1.0285 5.8623 -2.3861 0.0 0.0 0.0
H -4.9476 3.1168 -8.3268 0.1 0.1 0.0
H -0.4599 -0.0392 -0.1315 0.2 0.0 -0.2
H 1.4461 -1.5432 -0.9882 -0.1 -0.3 -0.1
H 0.0998 -2.3541 -0.2033 0.0 -0.1 0.0
H 6.2547 -2.5069 2.1947 -0.1 0.0 0.0
H 0.4324 -2.5831 7.0459 0.1 -0.2 0.0
H -4.7573 0.2119 -4.3351 0.0 0.0 0.0
H 4.8775 0.3269 5.0956 -0.1 -0.1 0.0
H 1.7316 -2.9252 4.0772 0.1 -0.3 0.0
H 2.8208 4.4535 -1.4248 0.0 0.0 0.0
H 2.6679 -4.3558 1.2366 0.0 0.0 0.2
H -1.6973 1.3470 0.8302 -0.1 0.1 0.0
H -6.2264 1.0022 -8.2779 0.0 0.0 0.0
H -5.1960 1.3140 -1.6409 0.1 0.1 0.0
H -6.1363 -0.4452 -6.2763 0.0 0.0 0.0
```
Positions in Å, forces in eV/Å.

E_LUMO in eV: -1.0
SMILES: CCCCNN([C@H](Cl)[C@@H](C)Cl)S(=O)(=O)F.O=[N+]([O-])c1ccccc1.O=[N+]([O-])c1ccccc1.O=[N+]([O-])c1ccccc1.O=[N+]([O-])c1ccccc1
DFT total energy in eV: -100716.1420
Strongest force on any atom in Eh/bohr: 0.0253
Kohn-Sham gap in hartree: 0.3093
Relative energy (zero: lowest compared OMol25 entry of this formula, charge and spin) in kcal per mole: 0.00

Results of the Mulliken charge analysis, in e, for atoms 1 through 4:
1 Cl -0.16
2 Cl -0.17
3 S 1.02
4 F -0.26

=====

Record 2
Below is a molecular structure, C31H35Cl3GeNiOSSbTe at a distorted geometry, with properties calculated with wB97M-V/def2-TZVPD.

Geometry as XYZ:
```
75
Properties=species:S:1:pos:R:3:forces:R:3
Te 2.5053 -2.4430 1.1275 -0.3 -0.8 0.5
Sb -1.2640 1.8496 -0.2906 -0.9 0.1 -0.4
Ge 2.2102 1.0245 1.8290 -0.1 0.9 0.4
Ni 1.4716 -0.3614 0.0593 0.8 0.1 -0.8
Cl 4.1208 2.0888 1.9367 0.1 -0.1 0.0
Cl 0.9084 2.9180 1.4132 0.4 -0.1 0.2
Cl 1.7073 0.8344 3.9451 0.0 -0.2 0.1
S -0.6898 -0.2008 0.6755 -0.1 0.3 0.0
O 2.5510 0.1587 -1.3288 -1.6 -0.2 0.6
C -2.5537 1.7340 -3.1093 0.0 0.2 0.0
C 0.8422 -5.3900 3.9058 -0.1 0.0 -0.1
C -0.3231 -5.8562 3.3099 0.1 0.1 0.0
C -0.4022 5.8714 -1.8118 0.0 0.1 0.0
C 2.8503 -3.9269 4.0272 0.0 0.1 0.0
C 1.6190 -4.4063 3.3224 0.1 0.1 -0.1
C 3.7798 0.0795 -1.9296 1.1 0.0 -0.5
C -0.3807 3.5221 -1.3567 -0.2 -0.7 0.3
C -3.2698 1.1874 -4.1612 0.0 0.0 -0.2
C -4.0523 2.2939 0.8913 -0.1 -0.1 -0.2
C -3.0532 -0.1974 -1.7745 0.0 -0.1 0.2
C 0.5290 3.3186 -2.3782 0.1 -0.3 -0.1
C 4.7994 -0.5713 -0.9768 -0.4 0.2 -0.2
C -0.4090 -3.7664 0.1620 0.0 0.1 -0.1
C -5.0079 2.7947 1.7585 -0.2 0.0 0.1
C -1.1056 -6.9486 3.9685 0.0 0.0 0.0
C -2.3589 3.5256 2.0612 0.2 0.2 0.1
C 3.6678 -0.7540 -3.2236 0.0 0.3 0.5
C 4.2678 1.5011 -2.2868 -0.2 -0.4 0.2
C -3.3173 4.0287 2.9235 0.0 0.0 0.1
C 1.2216 -3.8679 2.0856 0.1 0.2 -0.1
C -3.8705 -0.0523 -4.0240 0.0 0.0 -0.1
C -2.7268 2.6630 1.0439 0.5 -0.1 -0.5
C -2.4415 1.0413 -1.9134 0.3 0.4 0.4
C -3.7720 -0.7396 -2.8262 0.0 -0.1 0.0
C -0.8431 4.7932 -1.0617 -0.2 -0.1 0.2
C 0.9634 4.4012 -3.1289 0.0 0.0 0.0
C 0.0407 -4.3132 1.4768 0.2 0.2 0.0
C 0.4926 5.6738 -2.8504 0.0 0.0 0.0
C -4.6429 3.6639 2.7721 0.0 0.0 0.0
C -0.7125 -5.2963 2.1033 0.1 -0.1 0.1
H 0.8307 6.5153 -3.4367 0.0 0.1 -0.1
H 3.7254 -4.0664 3.3912 0.1 0.1 0.1
H -3.0231 4.6963 3.7192 0.0 0.1 0.1
H 4.6165 -0.7631 -3.7504 0.2 -0.1 -0.1
H -1.3854 -4.1589 -0.1084 -0.1 -0.1 -0.1
H -0.7628 6.8650 -1.5850 0.0 0.0 0.0
H 1.6659 4.2510 -3.9378 0.0 0.0 0.0
H 3.0037 -4.4732 4.9550 0.0 0.0 0.0
H 5.7972 -0.5656 -1.4058 0.2 0.0 0.0
H 4.3659 2.0909 -1.3773 0.0 0.1 0.1
H -6.0416 2.5004 1.6518 -0.1 0.0 -0.1
H -5.3901 4.0499 3.4493 -0.1 0.0 0.0
H 2.7575 -2.8638 4.2591 0.1 0.0 0.0
H 4.5121 -1.6058 -0.7797 0.1 -0.1 0.0
H 5.2322 1.4512 -2.7884 0.1 0.1 -0.1
H -4.2443 -1.7042 -2.7140 0.0 -0.1 0.0
H -0.4802 -2.6768 0.2051 0.0 -0.1 -0.1
H 0.8974 2.3225 -2.5932 0.1 0.0 0.0
H -2.9590 -0.7393 -0.8398 0.0 0.0 -0.1
H -1.2520 -6.7360 5.0256 0.0 0.0 0.1
H 4.8132 -0.0224 -0.0342 0.1 0.0 0.0
H -2.0818 2.7030 -3.2239 0.0 0.0 -0.1
H -4.3470 1.6212 0.0988 0.0 -0.1 -0.1
H -4.4113 -0.4853 -4.8520 -0.1 0.0 -0.1
H 2.9061 -0.3272 -3.8728 -0.1 0.0 -0.1
H 3.3865 -1.7746 -2.9765 -0.1 -0.2 0.0
H 3.5494 1.9837 -2.9465 -0.1 0.1 -0.1
H -3.3482 1.7269 -5.0944 0.0 0.0 -0.1
H -2.0748 -7.0794 3.4984 -0.1 0.0 0.0
H -1.3259 3.8058 2.1920 0.1 0.0 0.1
H 0.3039 -4.0270 -0.6222 -0.1 0.0 -0.1
H -1.6227 -5.6385 1.6331 -0.1 0.0 -0.1
H -1.5479 4.9447 -0.2548 0.0 0.1 0.0
H -0.5582 -7.8875 3.8930 0.0 -0.1 0.0
H 1.1413 -5.8084 4.8569 0.1 0.0 0.1
```
Positions in Å, forces in eV/Å.

E_LUMO (alpha / beta) in eV: -0.3 / -2.5
<S²>: 3.773
2S+1: 4
DFT total energy in eV: -194557.2880
Strongest force on any atom in Eh/bohr: 0.0323
Kohn-Sham gap (alpha / beta) in hartree: 0.2735 / 0.2229
Relative energy (zero: lowest compared OMol25 entry of this formula, charge and spin) in kcal per mole: 20.19

Results of the Mulliken charge analysis, in e, for atoms 1 through 4:
1 Te 0.27
2 Sb 1.09
3 Ge 0.52
4 Ni 1.30

=====

Record 3
Below is a molecular structure, C31H35F9N4OP2Pt at a distorted geometry, with properties calculated with wB97M-V/def2-TZVPD.

Geometry as XYZ:
```
83
Properties=species:S:1:pos:R:3:forces:R:3
Pt -0.0967 -1.6103 -2.1674 0.3 1.3 2.3
P -2.2655 -0.3232 -6.3611 -0.3 0.0 -1.6
P 1.6194 -0.9194 -6.3225 0.8 -1.0 -3.2
F 2.2232 -0.9078 1.4463 -0.6 0.3 0.0
F -1.7284 -2.3338 2.3935 1.4 0.6 -0.1
F 1.4152 0.9860 0.7542 0.2 -0.3 0.0
F 0.1241 -1.8454 3.5415 -0.9 -0.1 -1.4
F -0.7760 1.7521 1.8585 -0.6 -0.9 0.2
F 1.3261 0.4933 2.8771 0.1 -0.6 -1.3
F -2.4688 0.3631 1.7348 0.7 0.1 0.1
F -1.1832 0.3761 3.5117 -0.2 0.0 -1.7
F 0.2367 -3.0243 1.7303 -0.3 0.2 -0.2
O -0.5110 -0.7757 0.0800 -0.4 -0.3 -0.9
N 2.9499 0.2016 -6.7918 1.0 0.5 0.5
N -2.3112 1.3843 -6.9888 0.3 0.9 0.2
N 2.1614 -2.1821 -7.4358 -0.5 -0.4 0.6
N -3.6792 -0.8008 -7.1804 -0.5 -0.4 -0.2
C -0.4139 -1.9849 2.2846 0.5 0.2 0.2
C 0.9963 0.4479 -3.4654 1.5 1.1 -2.5
C 5.0727 1.0256 -6.7174 0.1 1.1 -2.5
C 1.7634 1.4124 -2.8891 -1.5 -1.5 0.9
C -4.3231 -0.2817 -8.3301 -0.3 -1.3 0.3
C 2.7479 -4.2858 -8.0637 -0.3 1.0 0.4
C -4.2526 -2.0532 -6.8728 -0.4 0.6 -0.7
C 2.3120 -3.5050 -6.9979 0.5 -0.2 -1.0
C 3.2083 0.8496 -8.0035 -0.4 -0.9 1.4
C 2.4721 -2.1447 -8.8054 0.0 -0.7 0.3
C -2.8457 2.4724 -6.2702 0.5 -2.0 -0.7
C 4.1206 0.2836 -6.0286 -2.0 -0.4 -0.7
C -1.4071 0.8775 -2.0056 -1.8 0.8 0.1
C 1.7783 -2.0351 -1.4892 0.9 -0.8 -0.4
C 1.2197 2.7426 -2.5987 -0.2 0.6 0.8
C -0.2617 0.7654 -4.2629 -0.2 -0.4 -0.4
C -1.1953 0.4711 2.1496 0.3 0.0 0.2
C 4.4954 1.3860 -7.9783 1.6 -0.3 1.7
C -1.8153 1.8871 -8.1992 -0.9 -1.2 1.3
C -0.0475 2.9583 -1.6382 0.4 1.0 0.2
C -0.9541 -0.9079 -7.5936 0.0 0.2 0.2
C 0.4128 -0.1759 -7.5227 -0.2 0.4 -0.1
C -5.2485 -2.3030 -7.7873 0.6 0.6 -0.1
C -1.5443 1.0771 -3.4820 0.3 -0.4 -0.6
C -0.2118 -0.6472 1.3458 -0.7 0.1 3.1
C 1.2043 -0.0279 1.6198 0.6 0.1 0.8
C -5.3002 -1.1870 -8.7064 1.1 0.1 0.8
C 2.8426 -3.4234 -9.2106 -0.3 0.9 0.8
C -2.6813 3.6343 -7.0207 1.1 0.7 -2.4
C -0.9978 1.8948 -1.2238 0.6 -1.5 -0.2
C -2.0871 3.2576 -8.2655 -0.8 1.3 1.6
H -2.8891 4.6507 -6.6935 -0.2 -0.4 -0.2
H 2.3644 -1.2228 -9.3656 0.1 -0.4 0.0
H -1.2795 1.8593 -0.1787 0.3 0.0 -0.1
H -0.8121 -2.0036 -7.4220 -0.3 0.7 -0.3
H 2.4808 0.8529 -8.7963 0.1 0.2 0.0
H 2.4427 -1.1908 -1.1197 -1.2 -0.9 -0.6
H 2.7035 1.1036 -2.4258 0.0 0.2 -0.4
H -3.3513 2.3292 -5.3175 0.2 0.0 -0.3
H -5.8624 -3.1896 -7.8417 0.0 0.1 0.1
H 4.1677 -0.2263 -5.0765 0.1 0.1 0.0
H -2.3093 0.3737 -3.8325 0.0 0.2 0.1
H -5.9425 -1.0934 -9.5657 -0.1 0.1 0.1
H 2.0316 3.2714 -2.0997 -0.2 0.5 -0.3
H 0.8505 -0.1990 -8.5381 -0.2 -0.1 0.6
H -1.3950 -0.7423 -8.5960 0.2 -0.6 0.4
H 2.0730 -3.7520 -5.9716 0.2 -0.1 -0.1
H -0.4917 -0.1378 -4.8597 0.3 0.0 0.4
H -0.5696 3.8004 -2.1323 0.0 -0.3 0.4
H -4.0191 0.6567 -8.7713 -0.2 -0.1 0.1
H 0.9550 3.2642 -3.5237 0.3 -0.1 -0.1
H 0.3681 3.3563 -0.6995 -0.2 0.0 -0.4
H -0.0926 1.5029 -5.0612 0.3 0.4 0.3
H 1.5502 -2.7537 -0.6697 0.3 0.6 -0.4
H 6.0784 1.2523 -6.3848 -0.2 0.0 0.0
H -1.9499 2.0644 -3.7395 0.4 0.1 0.3
H -3.8790 -2.6263 -6.0292 -0.2 0.1 -0.2
H -1.3476 1.2162 -8.9274 -0.3 0.5 0.3
H 0.3077 0.8908 -7.2620 0.0 -0.3 0.0
H 1.6033 -0.2729 -4.0510 -0.4 -0.4 1.5
H -2.1319 0.1491 -1.6095 0.5 0.3 0.3
H 3.1528 -3.6872 -10.2176 -0.1 0.0 0.3
H 2.9906 -5.3398 -8.0426 -0.1 0.2 0.1
H -1.8888 3.8866 -9.1266 0.1 0.0 0.3
H 4.9638 1.9260 -8.7950 -0.1 -0.1 0.3
H 2.2261 -2.5859 -2.3665 -0.1 0.6 1.0
```
Positions in Å, forces in eV/Å.

E_LUMO (alpha / beta) in eV: -5.9 / -9.8
<S²>: 6.041
Charge: +2
2S+1: 5
DFT total energy in eV: -86978.3380
Strongest force on any atom in Eh/bohr: 0.0665
Kohn-Sham gap (alpha / beta) in hartree: 0.2539 / 0.1120
Relative energy (zero: lowest compared OMol25 entry of this formula, charge and spin) in kcal per mole: 0.00

Results of the Mulliken charge analysis, in e, for atoms 1 through 4:
1 Pt 1.66
2 P -0.15
3 P -0.26
4 F -0.28